20
Properties=species:S:1:pos:R:3:forces:R:3 method="wB97M-V/def2-TZVPD" e_homo_ev=-6.95 spin_multiplicity=1 total_charge=0 lumo_energy_ev=0.17
C 0.942 -1.432 2.030 -0.938 -0.247 0.658
C 0.218 -0.094 1.970 1.039 0.836 0.496
N -0.171 0.268 0.631 -1.472 -0.315 -5.107
C -1.381 -0.118 -0.044 2.785 4.776 -2.433
C -1.286 0.424 -1.326 -0.847 -2.441 1.006
N -0.016 0.785 -1.577 1.939 1.074 3.445
C 0.659 0.776 -0.363 -1.827 -1.127 0.988
C 0.546 1.208 -2.811 0.876 0.151 -1.508
H 1.778 -1.567 1.343 0.147 0.398 0.233
H 0.228 -2.233 1.839 -0.137 0.114 -0.236
H 1.191 -1.573 3.082 0.614 -0.072 -0.096
H 0.823 0.758 2.279 0.710 -0.158 0.090
H -0.604 -0.002 2.680 -0.375 -0.598 -0.580
H -2.179 -0.648 0.454 -0.254 1.161 -0.828
H -1.992 0.289 -2.133 0.041 0.155 0.073
H 1.671 1.024 -0.082 0.049 0.215 -0.764
H 0.715 2.281 -2.906 0.005 0.011 0.411
H -0.069 0.939 -3.670 -0.337 -0.185 0.370
H 1.483 0.673 -2.963 0.106 0.207 0.022
Br -2.557 -1.760 1.568 -2.124 -3.953 3.761

19
Properties=species:S:1:pos:R:3:forces:R:3 method="wB97M-V/def2-TZVPD" smiles=CC[C@@]1(C)C[C@H]1O e_homo_ev=-9.34 spin_multiplicity=1 total_charge=0 lumo_energy_ev=0.98
C 1.878 0.936 -0.397 0.214 -0.888 0.057
C 1.040 -0.223 0.464 0.503 0.649 -0.345
C -0.439 -0.501 0.153 0.152 0.574 -0.451
C -0.771 -1.610 -0.840 0.064 0.126 -0.058
C -1.525 -0.137 1.153 -0.023 -0.123 0.170
C -1.216 0.803 0.042 -0.117 -0.444 -0.387
O -0.507 1.956 0.326 -0.128 0.194 0.088
H 1.817 2.060 -0.403 -0.597 -0.983 0.601
H 1.808 0.691 -1.460 0.154 -0.209 0.141
H 2.890 0.784 -0.038 0.279 -0.202 -0.276
H 1.174 -0.036 1.538 0.071 0.050 -0.311
H 1.630 -1.109 0.204 -0.155 0.092 0.211
H -0.045 -1.625 -1.661 -0.087 0.006 0.052
H -0.798 -2.620 -0.402 0.140 0.356 0.091
H -1.760 -1.436 -1.282 0.180 -0.014 0.087
H -1.243 0.160 2.159 0.012 0.036 -0.169
H -2.465 -0.681 1.082 0.265 -0.053 0.055
H -1.892 0.880 -0.805 -0.138 0.099 0.191
H 0.424 1.708 0.168 -0.791 0.734 0.252

51
Properties=species:S:1:pos:R:3:forces:R:3 method="wB97M-V/def2-TZVPD" smiles="Cc1c(NS(=O)(=O)c2ccc(S(=O)(=O)c3ccccc3)s2)c(=O)n(-c2ccccc2)n1C" e_homo_ev=-8.46 spin_multiplicity=1 total_charge=0 lumo_energy_ev=-0.13
C -2.123 -4.088 -0.434 0.065 0.010 0.054
C -1.364 -2.819 -0.516 0.033 0.468 -0.382
C -1.824 -1.538 -0.421 0.500 -0.549 -0.092
N -3.144 -1.133 -0.175 -0.283 -0.173 0.624
S -3.550 -1.168 1.463 0.143 0.118 0.046
O -3.407 -2.517 1.916 0.322 0.020 -0.081
O -4.804 -0.503 1.602 0.115 0.375 -0.150
C -2.226 -0.218 2.168 -0.383 0.018 -0.194
C -1.042 -0.753 2.589 -0.302 -0.005 0.183
C -0.036 0.223 2.719 0.160 0.296 0.047
C -0.474 1.464 2.359 -0.154 0.375 -0.356
S 0.542 2.927 2.173 -0.044 -0.094 0.415
O 1.907 2.470 2.162 -0.051 -0.181 -0.374
O 0.158 3.880 3.177 -0.310 0.020 -0.294
C 0.068 3.527 0.558 0.210 -0.227 0.574
C -1.102 4.252 0.450 -0.124 0.156 0.044
C -1.521 4.666 -0.803 -0.059 -0.022 0.066
C -0.767 4.344 -1.922 0.015 -0.014 -0.026
C 0.408 3.622 -1.795 0.049 0.013 0.033
C 0.832 3.207 -0.544 0.150 -0.032 -0.041
S -2.124 1.473 1.895 -0.007 -0.172 0.382
C -0.692 -0.640 -0.479 -0.094 0.202 0.052
O -0.652 0.584 -0.434 0.053 -0.199 -0.385
N 0.403 -1.472 -0.629 -0.153 0.009 0.335
C 1.709 -1.056 -0.935 0.387 0.042 -0.250
C 2.295 -0.056 -0.167 -0.108 -0.112 -0.023
C 3.571 0.381 -0.474 -0.008 -0.014 0.001
C 4.270 -0.182 -1.529 0.061 0.027 -0.042
C 3.683 -1.179 -2.291 0.059 -0.023 -0.007
C 2.402 -1.614 -2.005 -0.143 0.063 0.066
N -0.010 -2.796 -0.729 -0.344 -0.049 -0.409
C 0.864 -3.850 -0.274 0.164 -0.160 0.339
H -3.183 -3.858 -0.432 -0.050 -0.047 -0.010
H -1.884 -4.740 -1.272 0.006 -0.039 -0.044
H -1.893 -4.609 0.495 -0.027 -0.077 0.062
H -3.341 -0.214 -0.549 -0.128 0.165 -0.073
H -0.927 -1.801 2.796 0.057 -0.209 -0.017
H 0.972 0.035 3.041 0.210 -0.050 0.012
H -1.658 4.490 1.343 -0.125 0.115 0.066
H -2.433 5.232 -0.907 -0.065 0.052 0.008
H -1.100 4.661 -2.899 -0.021 0.028 -0.072
H 0.991 3.375 -2.669 0.056 -0.024 -0.059
H 1.741 2.644 -0.410 0.094 -0.094 -0.063
H 1.753 0.383 0.654 -0.061 0.012 0.081
H 4.015 1.159 0.128 0.055 0.088 0.065
H 5.269 0.156 -1.760 0.090 0.032 -0.015
H 4.220 -1.615 -3.120 0.043 -0.033 -0.064
H 1.931 -2.370 -2.616 -0.062 -0.064 -0.039
H 1.895 -3.583 -0.498 -0.078 -0.079 -0.012
H 0.613 -4.768 -0.802 0.027 0.032 0.004
H 0.767 -4.019 0.802 0.061 0.004 0.016

9
Properties=species:S:1:pos:R:3:forces:R:3 method="wB97M-V/def2-TZVPD" e_homo_ev="-15.44 / -13.78" spin_multiplicity=1 total_charge=+1 lumo_energy_ev="-8.34 / -10.11"
C 1.905 -1.026 -1.028 0.323 0.806 2.116
C -1.570 -0.089 0.236 -0.186 -2.865 -0.978
C -1.757 1.209 0.495 0.677 1.623 0.195
N -1.488 -1.217 -0.115 0.304 1.506 0.654
N 2.056 -0.819 0.135 0.513 -0.542 -3.237
O 2.336 -0.681 1.279 -0.654 -0.034 0.168
H 2.109 -0.880 -2.099 -0.394 -0.275 0.895
H -0.912 1.797 0.876 -0.467 -0.162 0.098
H -2.680 1.707 0.221 -0.115 -0.057 0.089

16
Properties=species:S:1:pos:R:3:forces:R:3 method="wB97M-V/def2-TZVPD" smiles="CC(C(=S)S)(C(=S)S)[N+](=O)[O-]" e_homo_ev=-9.20 spin_multiplicity=1 total_charge=0 lumo_energy_ev=-1.37
C -0.129 -0.615 -1.217 2.460 -0.664 2.279
C 0.524 0.448 -0.347 0.187 -0.102 1.246
C 1.383 -0.324 0.635 0.964 -0.655 1.856
S 2.982 -0.575 0.559 -0.452 -0.084 -0.519
S 0.443 -0.910 2.014 -1.410 0.798 -0.433
C -0.397 1.457 0.373 -2.128 -0.480 1.033
S -2.021 1.557 0.208 0.575 -0.648 -0.823
S 0.295 2.398 1.657 0.320 0.425 0.691
N 1.434 1.412 -1.020 -1.546 -1.419 0.094
O 1.356 1.403 -2.207 1.045 0.858 -1.617
O 1.993 2.136 -0.252 1.632 1.376 -0.604
H -0.656 -1.255 -0.475 0.314 0.004 -1.205
H 0.656 -1.031 -1.868 -0.225 -0.555 0.791
H -0.709 -0.131 -1.863 -3.133 1.710 -2.459
H 1.147 -1.917 2.450 1.025 -0.635 -0.035
H -0.885 2.525 2.316 0.372 0.070 -0.295

10
Properties=species:S:1:pos:R:3:forces:R:3 method="wB97M-V/def2-TZVPD" e_homo_ev=-15.37 spin_multiplicity=1 total_charge=+1 lumo_energy_ev=-5.65
C -0.307 -0.166 -0.285 -1.751 0.590 -2.706
N -1.602 0.142 -0.572 1.549 -1.000 1.617
S -0.138 -1.717 0.389 0.240 -0.300 0.669
S 0.835 0.830 -1.214 -1.998 -0.126 -0.621
H 1.440 1.074 1.798 -0.876 -1.243 -0.206
H -1.881 1.054 -0.878 0.011 0.499 -0.103
H 1.000 0.436 1.636 1.042 1.377 0.653
H -2.342 -0.492 -0.227 0.546 0.550 -0.489
H 1.062 -2.005 -0.118 0.292 0.160 0.024
H 1.933 0.843 -0.529 0.946 -0.507 1.161

41
Properties=species:S:1:pos:R:3:forces:R:3 method="wB97M-V/def2-TZVPD" e_homo_ev="-8.03 / -8.05" spin_multiplicity=2 total_charge=0 lumo_energy_ev="-2.10 / -1.31"
Re -2.301 -0.791 0.318 1.237 0.057 0.933
Se -3.486 -1.562 2.225 0.254 -0.059 0.723
Se -2.206 -3.435 2.795 -0.198 -0.070 0.154
Te -1.364 -3.244 0.429 -0.132 -0.583 -0.576
Se 1.008 -3.487 0.769 0.613 -0.004 0.004
N 2.135 -0.715 1.888 -0.220 0.315 -0.018
C 1.909 0.757 1.777 -0.160 0.042 0.223
P 0.086 0.962 2.054 0.188 -0.085 0.064
O -0.203 0.875 3.493 0.086 0.196 -0.046
O -0.412 -0.106 1.088 -0.907 -0.432 -0.535
C -0.303 2.638 1.372 -0.088 -0.199 0.086
N -1.014 2.624 0.065 -0.003 -0.186 0.011
H 1.864 -1.060 2.811 0.052 -0.010 0.097
H 3.081 -1.025 1.685 0.113 0.080 0.003
H 1.503 -1.251 1.241 0.030 -0.274 -0.102
H 2.229 1.100 0.794 -0.007 -0.117 -0.019
H 2.453 1.280 2.562 0.100 -0.063 -0.046
H 0.628 3.198 1.282 -0.012 0.077 -0.061
H -0.931 3.120 2.117 -0.081 0.047 -0.050
H -1.212 3.563 -0.267 -0.017 0.084 -0.021
H -1.943 2.080 0.153 0.043 0.205 0.194
H -0.467 2.146 -0.656 0.028 0.054 -0.004
Br 1.651 2.170 -1.840 0.079 -0.009 -0.051
C 1.815 0.275 -2.019 0.024 -0.228 0.137
C 3.089 -0.255 -1.882 -0.064 -0.015 -0.081
C 3.274 -1.617 -2.092 0.057 0.015 0.037
C 2.193 -2.414 -2.428 0.040 -0.037 -0.049
C 0.921 -1.869 -2.517 0.018 -0.093 0.004
C 0.704 -0.517 -2.295 0.000 0.248 0.112
C -0.680 0.092 -2.440 -0.026 -0.141 -0.052
O -0.933 0.679 -3.469 -0.032 0.050 0.073
O -1.494 -0.022 -1.432 -0.024 0.381 -0.240
H 3.923 0.399 -1.658 -0.002 -0.048 -0.022
H 4.265 -2.049 -2.001 -0.070 0.060 -0.030
H 2.339 -3.472 -2.604 -0.045 0.049 0.033
H 0.084 -2.507 -2.773 -0.033 0.036 0.037
O -4.102 -0.648 -0.597 0.739 -0.103 -0.582
Se -4.546 0.737 0.263 -2.067 1.076 0.871
O -5.242 1.880 -0.587 0.132 0.130 -0.483
O -2.994 1.216 0.787 0.322 -0.458 -0.591
O -5.321 0.256 1.588 0.033 0.011 -0.139

80
Properties=species:S:1:pos:R:3:forces:R:3 method="wB97M-V/def2-TZVPD" e_homo_ev="-12.80 / -12.80" spin_multiplicity=1 total_charge=+2 lumo_energy_ev="-7.65 / -8.40"
Sn -0.400 -0.253 1.353 0.310 -0.659 2.804
C -2.258 -1.502 3.389 1.938 0.925 0.689
C -1.891 -2.637 2.576 0.478 0.423 0.235
C 0.027 -1.893 3.675 -0.382 -1.821 -1.741
C -1.069 -1.027 4.052 -2.586 -0.555 -1.030
C -0.475 -2.868 2.737 0.808 1.856 0.922
C -3.593 -0.860 3.453 -0.508 0.093 0.150
H -4.113 -0.915 2.483 0.055 0.035 0.328
H -3.493 0.198 3.735 -0.184 -0.321 -0.069
H -4.237 -1.349 4.204 0.126 0.222 -0.299
C -0.943 0.163 4.915 -0.114 0.281 0.365
H -1.875 0.743 4.933 0.267 -0.152 0.124
H -0.137 0.810 4.541 -0.243 -0.195 0.351
H -0.695 -0.129 5.946 -0.047 0.124 -0.188
C 1.413 -1.769 4.166 0.303 -0.182 0.119
H 1.458 -2.027 5.235 0.050 0.076 -0.223
H 1.774 -0.740 4.043 -0.057 -0.343 0.239
H 2.083 -2.441 3.619 -0.076 0.130 0.246
C 0.355 -3.861 2.016 0.238 -0.595 -0.041
H 0.385 -4.819 2.562 0.047 0.217 -0.315
H 1.390 -3.499 1.920 -0.308 -0.248 -0.026
H -0.042 -4.062 1.008 0.161 -0.050 0.296
C -2.759 -3.326 1.591 -0.294 0.051 -0.272
H -3.129 -4.297 1.976 0.166 0.370 -0.179
H -2.200 -3.529 0.656 -0.272 -0.071 0.453
H -3.639 -2.704 1.341 0.339 -0.416 0.163
C -1.151 1.686 0.135 -1.432 0.461 -0.058
C -2.273 0.846 0.208 0.358 1.542 -0.446
C -2.784 -0.054 -0.879 0.059 -0.798 -0.009
C -1.687 -0.792 -1.729 -0.880 0.159 -0.316
C -0.480 -1.246 -0.973 1.486 0.159 -0.810
C 0.686 -0.508 -0.714 -0.329 -0.946 -1.388
C 0.970 0.918 -1.116 0.024 0.580 0.261
C -0.241 1.900 -1.040 0.557 0.233 -0.518
H -3.448 0.507 -1.570 0.453 -0.044 0.389
H -1.444 -0.184 -2.627 0.440 -0.191 0.613
H -3.436 -0.825 -0.431 0.237 0.428 -0.011
H -0.762 1.930 -2.010 -0.140 -0.316 0.432
H -0.990 2.379 0.981 -0.248 -0.390 -0.367
H -2.984 1.024 1.028 0.498 -0.183 -0.041
H 0.190 2.909 -0.926 -0.157 -0.358 -0.009
H 1.756 1.305 -0.447 -0.193 -0.215 -0.220
H 1.567 -1.094 -0.401 -0.414 0.181 0.050
H 1.390 0.960 -2.136 -0.181 -0.281 0.246
H -2.180 -1.692 -2.137 0.259 0.321 0.245
H -0.430 -2.333 -0.786 0.085 0.591 0.277
P -0.765 0.845 -4.922 0.040 1.205 -1.356
C -0.876 2.685 -4.984 -0.354 -0.032 0.369
C -2.131 0.528 -6.125 -0.185 -0.125 0.404
P 1.444 -0.889 -5.651 0.625 0.471 -1.268
C 0.664 0.745 -6.109 -0.153 -0.674 0.822
C 0.943 -1.852 -7.150 -0.025 -0.268 0.338
C 3.110 -0.450 -6.308 0.147 -0.356 0.303
H -0.011 3.122 -4.467 -0.237 0.027 -0.137
H -1.803 2.990 -4.481 0.207 0.266 -0.172
H -0.886 3.002 -6.037 -0.021 0.080 0.398
H -2.023 1.190 -6.996 -0.080 -0.270 0.243
H -3.067 0.762 -5.597 0.052 -0.138 -0.349
H -2.150 -0.523 -6.441 -0.051 0.286 0.046
H 3.009 -0.096 -7.343 0.176 -0.078 0.284
H 3.731 -1.354 -6.269 0.110 0.340 -0.125
H 3.553 0.332 -5.679 0.055 -0.201 -0.196
H 1.378 1.564 -5.901 -0.334 -0.390 -0.051
H 0.343 0.777 -7.168 0.156 0.090 0.550
H 1.553 -2.766 -7.139 -0.282 0.127 -0.189
H 1.160 -1.273 -8.058 -0.118 -0.224 0.227
H -0.118 -2.131 -7.113 0.248 0.005 -0.096
C 1.021 0.904 2.408 0.382 0.466 -0.055
C 1.734 1.504 3.219 -1.416 -0.882 -2.126
C 2.496 2.197 4.171 0.596 0.492 0.888
C 1.930 3.290 4.855 0.128 -0.230 0.153
C 2.591 3.826 5.958 -0.008 -0.074 -0.127
C 3.822 3.305 6.379 -0.223 -0.331 -0.487
C 4.414 2.262 5.647 -0.293 0.132 -0.135
C 3.766 1.717 4.537 -0.099 0.060 0.321
H 0.960 3.664 4.519 0.283 -0.017 0.256
H 2.124 4.640 6.506 0.144 -0.103 -0.085
H 4.309 3.693 7.274 -0.128 -0.075 -0.331
H 5.369 1.853 5.953 -0.032 0.095 -0.021
H 4.199 0.898 3.961 -0.008 0.201 0.283

Relative energy (zero: lowest compared OMol25 entry of this formula, charge and spin) values, unit kJ/mol, following the record order: 203.0; 211.3; 60.6; 675.4; 89.9; 112.5; 178.2; 21.6.